(1)
Computed, not measured: C22H29F7MoN6S3SbSi as an isolated structure, with ωB97M-V with the def2-TZVPD basis set.

```
70
C22H29F7MoN6S3SbSi, DFT ωB97M-V with the def2-TZVPD basis set
Mo -0.1585 0.3177 -0.0388
C -3.9308 4.2463 0.6471
S -4.1233 3.0874 -0.7152
C -2.5917 2.2418 -0.7335
S -1.3385 2.6011 0.3881
N -2.5312 1.3669 -1.6959
N -1.3469 0.6757 -1.7273
C -0.9912 0.2114 -2.8718
C 0.2963 -0.4371 -2.9289
C 0.8319 -0.9447 -4.1017
C 2.0999 -1.4983 -4.0717
C 2.7827 -1.5331 -2.8676
C 2.1775 -1.0247 -1.7322
N 0.9618 -0.4674 -1.7544
H -4.8648 4.8058 0.6762
H -3.1044 4.9300 0.4704
H -3.7900 3.7280 1.5920
H -1.6215 0.3612 -3.7398
H 0.2522 -0.8993 -5.0130
H 2.5410 -1.9073 -4.9708
H 3.7642 -1.9751 -2.7750
H 2.6796 -1.0985 -0.7796
C -2.7154 1.0412 3.4668
Si -1.5926 -0.1910 2.6076
C 0.1536 0.5192 2.7908
C -1.7820 -1.8346 3.4708
N -1.8277 -0.3694 0.8831
C -3.0277 -0.8369 0.3435
C -4.2811 -0.4436 0.8242
C -5.4603 -0.9287 0.2784
C -5.4301 -1.8205 -0.7814
C -4.2029 -2.2246 -1.2900
C -3.0469 -1.7353 -0.7274
F -1.8642 -2.1378 -1.2510
H -2.2066 1.4202 4.3576
H -3.6510 0.5831 3.7925
H -2.9401 1.8936 2.8252
H 0.1843 1.6021 2.6621
H 1.0055 0.0768 2.2601
H 0.4059 0.3275 3.8399
H -1.8033 -1.6938 4.5543
H -0.9858 -2.5420 3.2386
H -2.7319 -2.2886 3.1757
H -4.3227 0.2814 1.6257
H -6.4077 -0.5925 0.6791
H -6.3466 -2.1981 -1.2135
H -4.1265 -2.9214 -2.1144
F 0.6658 -2.6550 -0.3192
Sb 4.5463 -2.1107 2.5065
F 3.4808 -0.3879 2.6231
F 6.0812 -0.9804 2.0558
F 5.5280 -3.7182 2.1389
F 4.0579 -2.0028 0.6591
F 2.9016 -3.0561 2.8738
C 3.3192 2.5275 -2.7814
N 3.8377 1.7570 -1.6646
C 5.0874 1.1689 -1.6000
C 5.1807 0.5649 -0.3943
N 3.9986 0.8087 0.2607
C 3.1813 1.5299 -0.5118
S 1.6079 2.1418 -0.1408
H 3.8702 2.2503 -3.6765
H 3.4319 3.5944 -2.5956
H 2.2629 2.3042 -2.9109
H 5.7865 1.2341 -2.4139
H 5.9566 -0.0162 0.0711
H 3.7379 0.4233 1.1874
C 0.6764 -1.6349 0.6362
H 1.7146 -1.5152 0.9628
H 0.0987 -2.0016 1.4791
```

For the orbital gap (alpha / beta), the calculation gives 6.202 / 5.887 eV. As for the highest occupied orbital energy (alpha / beta): -7.45 / -7.79 eV. The lowest unoccupied orbital energy (alpha / beta) comes out at -1.25 / -1.91 eV. The total charge is 0. The spin multiplicity is 4. The expectation value of S² is 3.787. The calculation puts the largest force on an atom at 0.20 eV/A. Its energy relative to the best compared isomer or geometry (same formula, charge and spin) is 46.7 kcal/mol.

---

(2)
Computed, not measured: C22H29GeIIrN4O2 as an isolated structure in a non-equilibrium geometry, with ωB97M-V with the def2-TZVPD basis set.

```
60
C22H29GeIIrN4O2, DFT ωB97M-V with the def2-TZVPD basis set
Ir -0.0674 -0.1162 -0.1946
C -4.6355 -0.1332 -0.9872
C -4.1977 0.0338 0.4337
N -5.0848 0.0136 1.3893
C -4.6899 0.1299 2.6869
C -3.3867 0.1920 3.0769
C -3.0336 0.2500 4.5410
O -2.2404 1.3894 4.8800
C -2.3886 0.2184 2.0555
C -1.0170 0.2894 2.4430
N 0.0533 0.2014 1.7137
C 1.3333 0.4100 2.3658
C 1.4410 1.0845 3.5863
C 2.6695 1.2487 4.2005
C 3.8304 0.7615 3.6150
C 3.7502 0.1187 2.3932
C 2.5121 -0.0347 1.7872
I 2.4170 -0.9533 -0.0633
C -2.8004 0.2121 0.7158
O -1.9876 0.3852 -0.2888
H -5.7118 -0.2801 -1.0133
H -4.1384 -0.9919 -1.4431
H -4.3731 0.7403 -1.5866
H -5.4877 0.1471 3.4196
H -2.4368 -0.6157 4.8332
H -3.9514 0.2207 5.1303
H -2.7812 2.1797 4.7759
H -0.8554 0.3959 3.5035
H 0.5715 1.5149 4.0636
H 2.7143 1.7709 5.1469
H 4.7903 0.8985 4.0932
H 4.6426 -0.2495 1.9049
C 2.6920 2.7563 0.0151
C 1.2458 3.0180 -0.2163
N 0.2786 2.1631 -0.5253
C -0.8654 2.9299 -0.7137
C -0.5784 4.2367 -0.5267
N 0.7595 4.2746 -0.2080
H 2.9586 1.7693 -0.3431
H 2.9506 2.8301 1.0732
H 3.2920 3.4824 -0.5341
H -1.7975 2.4819 -1.0022
H -1.1869 5.1210 -0.5912
H 1.3001 5.1015 -0.0185
C 0.4717 -3.6728 1.9653
Ge 0.0248 -3.7273 0.0679
C -1.4083 -5.0242 -0.2191
C 1.5080 -4.2832 -1.0879
C -0.7547 -2.0111 -0.5088
H 0.6473 -4.6889 2.3209
H -0.3668 -3.2580 2.5279
H 1.3633 -3.0815 2.1797
H -1.0962 -6.0273 0.0764
H -1.6764 -5.0530 -1.2763
H -2.2962 -4.7607 0.3571
H 1.5608 -5.3728 -1.0836
H 2.4866 -3.9103 -0.7889
H 1.3097 -3.9671 -2.1142
H -1.7872 -2.0387 -0.1505
H -0.7941 -1.9966 -1.6178
```

For the orbital gap, the calculation gives 7.284 eV. As for the highest occupied orbital energy: -10.93 eV. The lowest unoccupied orbital energy comes out at -3.64 eV. The total charge is +1. The calculation puts the largest force on an atom at 1.41 eV/A. Its energy relative to the best compared isomer or geometry (same formula, charge and spin) is 8.2 kcal/mol.

---

(3)
Computed, not measured: one molecule with the formula C22H29N3O, with ωB97M-V with the def2-TZVPD basis set.

```
55
C22H29N3O, DFT ωB97M-V with the def2-TZVPD basis set
C -7.3050 -0.1359 1.4944
C -6.2064 0.6337 0.8215
C -6.3656 1.9852 0.5472
C -5.3344 2.6825 -0.0561
C -4.1518 2.0549 -0.3878
C -3.9660 0.6900 -0.1333
N -2.7668 0.0723 -0.4283
C -1.9960 0.4177 -1.6004
C -0.5022 0.3738 -1.2845
N -0.1798 -0.9645 -0.8220
C 1.2314 -1.2628 -0.7520
C 2.0374 -0.4711 0.2808
O 1.5654 0.4502 0.9226
N 3.3223 -0.8686 0.4436
C 3.9377 -1.9450 -0.2941
C 4.1511 -0.2007 1.4358
C 5.3021 0.5241 0.7924
C 6.6170 0.2088 1.1047
C 7.6634 0.8749 0.4893
C 7.4032 1.8562 -0.4508
C 6.0930 2.1740 -0.7704
C 5.0488 1.5125 -0.1518
C -0.9076 -1.2405 0.4030
C -2.4187 -1.2173 0.1290
C -2.8190 -2.3969 -0.7678
C -5.0223 0.0029 0.4772
H -7.2754 0.0374 2.5709
H -7.1992 -1.2043 1.3204
H -8.2793 0.1855 1.1316
H -7.2870 2.4858 0.8054
H -5.4487 3.7373 -0.2632
H -3.3591 2.6412 -0.8261
H -2.2039 -0.2963 -2.4113
H -2.2683 1.4104 -1.9520
H -0.2623 1.1354 -0.5292
H 0.0697 0.5809 -2.1930
H 1.6604 -1.0766 -1.7430
H 1.3325 -2.3310 -0.5340
H 3.7772 -1.8348 -1.3673
H 3.5500 -2.9192 0.0195
H 5.0099 -1.9217 -0.1095
H 3.4968 0.5095 1.9502
H 4.5157 -0.9388 2.1587
H 6.8250 -0.5567 1.8398
H 8.6830 0.6245 0.7433
H 8.2193 2.3744 -0.9323
H 5.8865 2.9420 -1.5013
H 4.0251 1.7605 -0.3915
H -0.6752 -0.5024 1.1848
H -0.6255 -2.2333 0.7630
H -2.9215 -1.3066 1.0968
H -3.8337 -2.2673 -1.1370
H -2.1397 -2.4676 -1.6124
H -2.7674 -3.3256 -0.2050
H -4.9362 -1.0532 0.6817
```

For the orbital gap, the calculation gives 7.937 eV. As for the highest occupied orbital energy: -7.29 eV. The lowest unoccupied orbital energy comes out at 0.65 eV. The total charge is 0. The calculation puts the largest force on an atom at 0.43 eV/A. The SMILES is Cc1cccc(N2CCN(CC(=O)N(C)Cc3ccccc3)C[C@@H]2C)c1. Its energy relative to the best compared isomer or geometry (same formula, charge and spin) is 12.1 kcal/mol.

---

(4)
Computed, not measured: one molecule with the formula C22H29N3O3S, with ωB97M-V with the def2-TZVPD basis set.

```
58
C22H29N3O3S, DFT ωB97M-V with the def2-TZVPD basis set
C -3.6492 -1.1276 -3.1108
C -2.8880 0.1962 -3.1353
N -1.7730 0.1168 -4.0706
S -0.9623 1.5721 -4.3172
O -1.8349 2.6829 -4.0547
O -0.3690 1.4641 -5.6203
C 0.3274 1.5119 -3.0890
C 0.4096 2.4728 -2.1033
C 1.4197 2.3901 -1.1590
C 2.3502 1.3601 -1.2112
C 3.4503 1.2534 -0.1924
C 3.1826 0.1260 0.8136
C 2.2113 0.5735 1.9005
O 1.8200 1.7222 1.9862
N 1.8358 -0.3682 2.7971
C 2.1966 -1.7645 2.8292
C 0.9335 -2.6263 2.7480
N 0.0521 -2.3032 3.8528
C -1.1023 -3.1731 3.8945
C -0.3285 -0.9020 3.7904
C 0.9213 -0.0291 3.8689
C 2.2545 0.4095 -2.2250
C 1.2442 0.4818 -3.1651
C -2.3126 0.5385 -1.7846
C -2.7372 1.6660 -1.0981
C -2.1575 2.0103 0.1109
C -1.1466 1.2313 0.6449
C -0.7321 0.0947 -0.0282
C -1.3119 -0.2525 -1.2335
H -4.0833 -1.3344 -4.0865
H -4.4484 -1.0746 -2.3757
H -2.9807 -1.9421 -2.8455
H -3.5714 1.0038 -3.4386
H -2.0314 -0.2718 -4.9666
H -0.3219 3.2645 -2.0866
H 1.4835 3.1194 -0.3667
H 3.5382 2.1916 0.3554
H 4.3941 1.0519 -0.7034
H 2.7813 -0.7417 0.2877
H 4.1188 -0.1612 1.2991
H 2.8737 -2.0199 2.0173
H 2.6964 -1.9721 3.7834
H 1.2111 -3.6805 2.8205
H 0.4395 -2.4633 1.7714
H -1.7338 -3.0855 2.9965
H -1.7027 -2.9225 4.7673
H -0.7674 -4.2052 3.9869
H -0.9759 -0.6812 4.6416
H -0.8823 -0.6745 2.8624
H 0.6668 1.0270 3.7762
H 1.4216 -0.2011 4.8283
H 2.9839 -0.3866 -2.2815
H 1.1549 -0.2379 -3.9630
H -3.5076 2.2896 -1.5264
H -2.4857 2.8980 0.6307
H -0.6650 1.5227 1.5650
H 0.0619 -0.5133 0.3808
H -0.9721 -1.1266 -1.7687
```

For the orbital gap, the calculation gives 9.420 eV. As for the highest occupied orbital energy: -8.85 eV. The lowest unoccupied orbital energy comes out at 0.57 eV. The total charge is 0. The calculation puts the largest force on an atom at 0.68 eV/A. The SMILES is C[C@H](NS(=O)(=O)c1ccc(CCC(=O)N2CCN(C)CC2)cc1)c1ccccc1. Its energy relative to the best compared isomer or geometry (same formula, charge and spin) is 51.4 kcal/mol.